{
  "formula": "C16H18Cl3ErF5N2SSi",
  "method": "ωB97M-V/def2-TZVPD",
  "lumo_energy_ev": [-3.247, -3.231],
  "orbital_gap_ev": [7.8, 7.8],
  "e_tot_ev": -117351.7901,
  "spin_multiplicity": 4,
  "charge": 1,
  "mol_weight_g_mol": 667.10,
  "s_squared": 3.753,
  "e_homo_ev": [-11.1, -11.1],
  "symbols": ["Er", "C", "C", "C", "C", "C", "C", "H", "H", "H", "H", "H", "H", "C", "C", "C", "C", "N", "N", "H", "H", "H", "H", "H", "H", "H", "H", "H", "H", "H", "H", "Cl", "Si", "Cl", "Cl", "F", "C", "C", "F", "C", "F", "C", "S", "C", "F", "C", "F"],
  "coordinates": [[0.391, -0.167, 0.470], [1.348, -0.255, 3.293], [0.056, -0.761, 3.389], [-1.034, 0.106, 3.304], [-0.834, 1.461, 3.093], [0.460, 1.964, 2.990], [1.548, 1.112, 3.104], [2.194, -0.911, 3.432], [-0.094, -1.809, 3.611], [-2.035, -0.272, 3.461], [-1.679, 2.136, 3.039], [0.614, 3.026, 2.856], [2.554, 1.510, 3.088], [-1.837, -1.993, -2.886], [-2.138, -2.345, -1.435], [-1.363, -3.588, -1.019], [-3.639, -2.550, -1.248], [-1.691, -1.158, -0.621], [-1.962, -1.249, 0.793], [-2.278, -2.749, -3.537], [-0.764, -1.962, -3.074], [-2.268, -1.025, -3.161], [-1.505, -4.362, -1.774], [-1.716, -4.009, -0.071], [-0.294, -3.388, -0.947], [-3.962, -3.421, -1.821], [-4.208, -1.686, -1.609], [-3.909, -2.740, -0.206], [-2.223, -0.365, -0.961], [-1.786, -2.210, 1.069], [-2.940, -1.067, 0.983], [1.175, -0.288, -1.968], [3.128, -1.397, -1.518], [1.773, -2.172, 0.673], [2.729, -3.082, -2.615], [4.779, 4.524, -1.770], [3.612, 4.019, -1.401], [2.433, 4.667, -1.719], [2.481, 5.801, -2.402], [1.216, 4.134, -1.341], [0.115, 4.788, -1.693], [1.115, 2.941, -0.631], [-0.445, 2.260, -0.197], [2.326, 2.354, -0.326], [2.324, 1.163, 0.373], [3.559, 2.836, -0.696], [4.672, 2.179, -0.375]]
}